{"formula": "C5H9NO2", "method": "ωB97M-V with the def2-TZVPD basis set", "symbols": ["C", "C", "N", "C", "C", "C", "O", "O", "H", "H", "H", "H", "H", "H", "H", "H", "H"], "xyz": [[-0.88, -1.64, -1.12], [-0.22, -1.72, 0.52], [0.15, -0.65, 1.03], [0.04, 0.58, 0.32], [-0.75, 1.62, 1.09], [1.36, 1.10, -0.17], [1.53, 2.23, -0.57], [2.32, 0.16, -0.21], [-1.29, -0.87, -1.78], [-0.09, -2.15, -1.70], [-1.70, -2.35, -1.05], [-0.21, -2.66, 1.04], [-0.56, 0.16, -0.67], [-0.75, 2.56, 0.54], [-0.30, 1.79, 2.07], [-1.77, 1.28, 1.25], [3.12, 0.55, -0.60]], "nbo_charge": [-0.77, 0.19, -0.41, -0.20, -0.60, 0.79, -0.60, -0.68, 0.24, 0.23, 0.22, 0.20, 0.23, 0.24, 0.22, 0.21, 0.50], "e_homo_ev": -9.5199, "smiles": "C/C=N\\[C@@H](C)C(=O)O", "lumo_energy_ev": 0.8, "orbital_gap_ev": 10.27, "total_energy_ev": -10914.286, "relative_energy_kj_mol": 220.9}